Entry 1:
48
Properties=species:S:1:pos:R:3:forces:R:3 method="wB97M-V/def2-TZVPD" orbital_gap_ev=9.3 smiles="COc1c([C@@H](O)CC(C)C)ccc2c1C(=O)Oc1cc(C)cc(O)c1O2" e_homo_ev=-8.6006 e_lumo_ev=0.7 max_force_ha_per_bohr=0.0773 relative_energy_ev=0.356 charge=0
C -3.657 -0.165 0.886 -0.4 -0.5 0.6
O -2.261 -0.466 0.806 0.1 0.2 0.0
C -1.498 0.544 0.283 0.0 0.7 0.3
C -1.507 0.793 -1.100 0.3 0.9 0.9
C -2.213 -0.099 -2.077 0.3 0.6 -0.2
O -2.676 0.642 -3.196 -0.3 0.1 -0.8
C -1.164 -1.083 -2.510 0.1 -1.3 0.2
C -1.759 -2.341 -3.095 0.8 -1.4 -0.2
C -0.610 -3.266 -3.605 -0.5 0.9 -1.0
C -2.563 -3.133 -2.083 0.0 0.1 0.2
C -0.685 1.806 -1.593 0.4 0.9 -0.5
C 0.144 2.569 -0.755 -1.1 -1.0 0.6
C 0.089 2.300 0.616 0.7 -0.2 -1.1
C -0.714 1.344 1.174 -0.4 -1.0 -1.3
C -0.729 1.174 2.658 -4.0 0.2 0.0
O -1.817 1.373 3.223 3.5 -0.8 -0.6
O 0.369 0.667 3.244 -0.5 0.6 0.5
C 1.629 1.026 2.818 1.3 0.9 -0.8
C 2.669 0.264 3.313 0.9 -0.6 -0.3
C 4.014 0.528 2.997 -0.8 0.9 0.2
C 5.062 -0.419 3.529 -0.2 -0.7 -0.6
C 4.314 1.702 2.287 0.7 -1.2 0.6
C 3.302 2.513 1.816 -1.1 -0.8 0.1
O 3.568 3.642 1.147 1.0 0.0 -0.1
C 1.947 2.150 1.988 0.6 -2.0 1.7
O 0.985 2.933 1.448 -0.3 1.7 0.0
H -3.869 0.890 0.843 0.2 0.5 -0.1
H -4.204 -0.666 0.089 0.0 -0.1 0.0
H -4.039 -0.512 1.858 0.3 -0.1 -0.3
H -3.086 -0.556 -1.644 0.0 -0.4 0.5
H -2.922 0.010 -3.904 0.2 0.5 0.7
H -0.526 -1.349 -1.644 -0.3 0.0 -0.4
H -0.524 -0.656 -3.273 0.2 0.6 0.0
H -2.424 -2.110 -3.945 0.2 0.0 0.0
H -0.043 -2.753 -4.408 -0.2 -0.4 0.4
H 0.090 -3.528 -2.829 0.2 0.1 0.5
H -1.007 -4.204 -3.998 0.0 0.1 -0.1
H -1.956 -3.359 -1.189 -0.3 0.2 -0.2
H -3.487 -2.622 -1.828 0.0 0.1 0.4
H -2.862 -4.070 -2.520 -0.1 -0.5 -0.2
H -0.718 2.012 -2.685 0.1 -0.2 0.9
H 0.832 3.322 -1.077 0.1 0.3 -0.4
H 2.498 -0.635 3.897 -0.5 0.2 0.0
H 6.054 -0.234 3.100 -0.2 0.1 0.3
H 4.772 -1.455 3.254 0.2 0.5 0.0
H 5.096 -0.444 4.617 0.2 0.4 0.0
H 5.369 1.911 2.109 -0.4 0.3 -0.1
H 2.719 4.013 0.957 -0.9 0.8 -0.5

Entry 2:
54
Properties=species:S:1:pos:R:3:forces:R:3 method="wB97M-V/def2-TZVPD" orbital_gap_ev=5.9 e_homo_ev=-10.1431 e_lumo_ev=-4.3 max_force_ha_per_bohr=0.0257 relative_energy_ev=2.064 charge=+1
Pt 1.333 0.357 -0.141 -0.6 0.4 -0.8
N 0.884 3.613 -5.436 0.0 0.0 0.0
C 1.013 2.993 -4.248 -0.1 -0.2 0.1
C 0.100 3.211 -3.200 0.1 0.0 0.0
C 0.259 2.544 -2.013 0.0 0.2 -0.1
N 1.254 1.671 -1.795 0.3 0.4 1.2
C 2.131 1.449 -2.787 0.1 0.1 -0.1
C 2.049 2.073 -4.004 -0.1 0.1 -0.1
H 0.181 4.317 -5.571 0.0 0.0 0.0
H 1.582 3.503 -6.149 0.0 0.0 0.0
H -0.722 3.903 -3.320 0.0 0.0 0.0
H -0.429 2.712 -1.197 0.0 -0.1 0.0
H 2.930 0.748 -2.582 0.0 0.0 0.0
H 2.782 1.860 -4.769 0.0 0.0 0.0
C 2.454 3.075 2.056 0.1 -0.1 0.0
As 3.376 1.374 2.193 -0.2 0.2 0.6
C 2.320 0.231 3.354 0.1 0.1 -0.1
C 5.052 1.694 3.099 0.0 0.0 -0.1
S 3.806 0.515 0.300 -1.0 -0.4 -0.7
H 1.981 3.317 3.006 0.1 0.0 0.0
H 1.692 3.000 1.282 0.0 -0.1 0.0
H 3.167 3.851 1.783 0.0 0.0 0.0
H 1.781 0.846 4.073 0.0 0.0 0.0
H 2.979 -0.462 3.874 0.0 0.0 -0.1
H 1.616 -0.320 2.737 0.0 0.0 0.0
H 4.887 2.186 4.056 -0.1 0.0 0.0
H 5.684 2.321 2.472 -0.1 0.0 0.0
H 5.553 0.741 3.261 -0.1 0.0 0.0
C -3.861 0.550 -0.225 -0.2 0.1 -0.2
N -3.165 -0.428 0.586 0.3 0.0 0.1
C -1.967 -0.270 1.170 -0.3 -0.4 0.2
Se -0.877 1.236 1.150 1.0 -0.2 -0.8
N -1.693 -1.386 1.864 0.0 0.0 -0.1
C -2.710 -2.312 1.705 -0.2 0.1 -0.2
C -2.889 -3.599 2.187 0.1 -0.1 0.0
C -4.055 -4.242 1.821 0.1 0.0 0.1
C -5.004 -3.626 0.999 -0.1 0.0 0.0
C -4.822 -2.347 0.513 -0.1 0.1 -0.1
C -3.656 -1.696 0.886 0.1 -0.3 0.2
H -3.308 1.484 -0.205 0.0 0.0 0.0
H -4.860 0.712 0.179 0.0 0.0 0.0
H -3.945 0.191 -1.250 0.0 0.0 0.0
H -0.830 -1.530 2.359 0.1 0.0 -0.1
H -2.150 -4.084 2.809 0.0 0.0 0.0
H -4.231 -5.249 2.171 0.0 0.0 0.0
H -5.898 -4.172 0.733 0.0 0.0 0.0
H -5.547 -1.881 -0.139 0.0 0.0 0.0
N 0.973 -1.611 0.237 0.4 0.0 1.1
C 0.784 -2.498 -0.506 0.0 0.1 0.0
C 0.549 -3.539 -1.354 0.0 0.0 0.0
C -0.785 -3.852 -1.704 -0.3 0.0 0.0
N -1.878 -4.090 -1.980 -0.1 0.1 0.1
C 1.627 -4.256 -1.931 0.2 -0.1 0.0
N 2.505 -4.828 -2.410 0.0 0.0 0.0

Entry 3:
47
Properties=species:S:1:pos:R:3:forces:R:3 method="wB97M-V/def2-TZVPD" orbital_gap_ev="5.0 / 5.0" e_homo_ev="-6.0853 / -6.0869" e_lumo_ev="-1.1 / -1.1" max_force_ha_per_bohr=0.0502 relative_energy_ev=0.000 charge=0
C 0.008 -5.444 -0.327 0.1 -0.1 0.0
C -1.501 -5.577 -0.190 -0.1 -0.1 0.0
H 0.324 -5.559 -1.364 0.0 0.1 0.0
H 0.523 -6.210 0.254 0.0 0.0 0.0
H 0.355 -4.473 0.025 0.0 0.0 0.0
H -2.021 -4.731 -0.639 0.0 0.0 0.0
H -1.861 -6.483 -0.680 0.0 0.0 0.0
H -1.800 -5.638 0.856 0.0 0.1 0.0
C 1.634 0.805 -1.679 -0.4 0.5 -0.3
C 2.384 1.598 -2.549 -0.5 -0.2 0.4
C 1.778 2.712 -3.144 -0.4 -0.2 0.2
C 0.434 3.001 -2.868 0.1 -0.1 0.4
H 2.049 -0.079 -1.185 -0.2 0.4 -0.2
H 3.423 1.327 -2.728 -0.3 0.2 -0.1
H 2.362 3.340 -3.815 -0.3 -0.1 0.1
H -0.082 3.845 -3.334 0.3 -0.3 0.2
N 0.352 1.103 -1.385 0.1 1.1 -1.1
C -0.254 2.207 -1.937 1.4 -0.6 -0.3
C -1.639 2.378 -1.475 -1.3 -0.6 0.7
N -1.985 1.462 -0.515 -0.5 0.7 -1.0
C -3.285 1.304 -0.179 0.5 0.1 -0.1
C -3.940 3.136 -1.588 0.5 -0.3 0.1
C -4.292 2.116 -0.699 0.4 0.0 0.0
H -3.498 0.460 0.490 0.1 0.5 -0.2
H -5.332 1.940 -0.438 0.3 0.0 0.1
C -2.610 3.250 -1.993 0.5 -0.3 0.2
H -2.287 3.971 -2.731 -0.2 0.1 0.0
H -4.695 3.810 -1.982 0.1 -0.1 0.0
Be -0.693 0.324 -0.333 1.0 0.1 1.6
C -1.339 -1.237 -0.534 -0.3 -0.5 -0.5
H -2.054 -1.206 -1.364 -0.1 -0.2 -0.1
H -1.906 -1.537 0.355 0.0 0.0 0.1
H -0.645 -2.054 -0.762 0.0 0.0 0.1
Cl -0.001 -0.132 4.425 -0.5 -0.1 0.2
C 1.500 0.278 3.695 0.9 0.6 -1.4
C 2.634 0.255 4.496 0.2 0.1 -0.1
C 3.890 0.546 3.953 -0.3 0.1 -0.2
C 3.985 0.899 2.602 0.1 -0.2 0.3
C 2.857 0.913 1.787 -0.8 -0.3 0.5
C 1.557 0.561 2.273 1.6 -0.2 1.2
C 0.443 0.273 1.411 -2.1 0.3 -1.5
H 2.545 -0.029 5.548 0.0 0.1 -0.3
H 4.777 0.494 4.584 -0.2 0.1 -0.2
H 4.966 1.131 2.186 -0.3 0.0 0.0
H 2.946 1.192 0.737 0.0 -0.1 0.2
H 0.539 -0.685 0.857 0.0 0.2 1.0
H -0.546 0.447 1.884 0.6 -1.0 0.1

Entry 4:
52
Properties=species:S:1:pos:R:3:forces:R:3 method="wB97M-V/def2-TZVPD" orbital_gap_ev=9.2 e_homo_ev=-8.5991 e_lumo_ev=0.6 max_force_ha_per_bohr=0.0342 relative_energy_ev=2.426 charge=0
C -5.536 -1.643 1.529 0.0 0.2 -0.4
C -5.872 -1.182 0.117 -0.1 -0.5 0.2
H -6.888 -0.787 0.064 0.1 -0.1 0.0
H -5.756 -2.011 -0.587 -0.1 0.2 0.1
O -5.038 -0.100 -0.295 0.2 0.2 0.0
C -3.814 -0.441 -0.751 -0.1 0.3 -0.2
O -3.409 -1.579 -0.824 0.0 -0.5 0.1
N -3.109 0.638 -1.176 -0.1 0.1 -0.1
C -1.710 0.460 -1.493 0.3 -0.3 0.2
C -0.850 0.805 -0.272 0.1 -0.4 -0.4
N -1.152 2.143 0.180 -0.1 0.0 0.0
C -0.271 3.154 0.402 -0.3 -0.1 0.1
O -0.646 4.295 0.624 0.3 0.2 0.0
C 1.170 2.845 0.398 0.8 1.0 -0.1
C 2.217 3.720 0.255 -0.8 -0.4 0.0
C 3.398 2.962 0.403 -0.1 -0.7 0.2
C 3.000 1.678 0.654 0.5 0.6 0.0
C 3.722 0.406 0.819 -0.6 -0.3 -0.6
H 3.261 -0.198 1.596 0.1 0.0 0.1
H 4.783 0.556 0.991 0.1 -0.1 -0.1
S 3.571 -0.548 -0.814 -0.4 -0.3 1.7
O 4.912 -0.540 -1.384 1.2 0.1 -0.8
C 3.397 -2.241 -0.024 0.0 0.6 -0.4
C 2.080 -2.373 0.645 -0.2 0.0 0.0
C 1.979 -2.510 2.026 0.0 0.0 -0.1
C 0.747 -2.625 2.645 0.0 0.0 0.1
C -0.412 -2.610 1.888 0.0 0.0 0.0
C -0.342 -2.469 0.512 0.0 -0.1 -0.1
C 0.896 -2.341 -0.093 0.0 0.0 0.2
Cl 0.981 -2.136 -1.813 -0.3 -0.2 -0.2
H -1.243 -2.459 -0.083 -0.1 0.0 -0.1
H -1.374 -2.710 2.365 -0.1 0.0 0.0
H 0.694 -2.733 3.718 0.0 0.0 0.1
H 2.882 -2.545 2.619 0.1 0.0 0.0
H 4.235 -2.378 0.654 0.1 0.1 0.0
H 3.493 -2.926 -0.867 0.1 0.0 0.0
O 1.653 1.602 0.650 0.0 -0.2 0.2
H 4.405 3.319 0.342 0.3 0.0 0.0
H 2.134 4.769 0.059 -0.1 0.2 0.0
C -2.562 2.378 0.429 -0.3 0.3 -0.1
C -3.412 1.998 -0.787 -0.1 0.2 0.4
H -3.173 2.653 -1.629 0.0 0.0 0.1
H -4.471 2.084 -0.551 0.1 0.1 -0.1
H -2.874 1.767 1.287 0.0 0.0 0.0
H -2.682 3.435 0.672 0.0 -0.2 0.0
H 0.197 0.714 -0.547 -0.2 0.0 0.0
H -1.065 0.089 0.532 0.1 0.0 -0.1
H -1.547 -0.576 -1.786 0.0 0.1 0.0
H -1.459 1.121 -2.328 0.0 0.0 0.0
H -6.234 -2.416 1.835 -0.1 -0.1 0.1
H -4.528 -2.050 1.552 0.0 -0.1 0.0
H -5.601 -0.809 2.224 0.0 0.0 0.1